The following is a quantum chemistry calculation of one molecule with the formula C11H12N2O2, from the Open Molecules 2025 dataset.

Computed properties:
Total charge: 0
Structure (SMILES): COCc1cn(-c2ccccc2)[nH]c1=O
Energy relative to the best compared isomer or geometry (same formula, charge and spin) (kcal/mol): 71.31
Frontier orbital gap (Eh): 0.3095
Strongest force on any atom (eV/Å): 3.5
HOMO (eV): -7.83

Structure (XYZ):
```
27
Properties=species:S:1:pos:R:3:lowdin_charge:R:1
C 2.9383 3.4377 -2.0478 -0.078
O 2.2513 2.3459 -1.3790 -0.189
C 1.4607 2.7873 -0.2700 -0.175
C 0.4031 1.7714 0.0963 -0.102
C 0.4547 0.4242 -0.1931 0.061
N -0.6958 -0.1966 0.3294 -0.037
C -0.9841 -1.5739 0.4247 -0.188
C -2.2815 -1.9976 0.8277 -0.022
C -2.5824 -3.3713 0.8751 -0.082
C -1.5949 -4.3157 0.5608 -0.102
C -0.2996 -3.9005 0.2512 -0.082
C -0.0010 -2.5402 0.1923 -0.032
N -1.5410 0.8412 0.8974 0.156
C -0.8476 2.0128 0.7790 -0.463
O -1.0709 3.0224 1.4554 0.029
H 2.2437 4.1754 -2.4695 0.090
H 3.5918 3.9425 -1.3791 0.071
H 3.5068 3.0112 -2.8608 0.082
H 0.9242 3.6881 -0.5741 0.121
H 2.0215 3.0950 0.6524 0.145
H 1.2482 -0.0775 -0.6978 0.125
H -3.0283 -1.2623 1.0631 0.091
H -3.5901 -3.6863 1.1600 0.106
H -1.8854 -5.3630 0.6666 0.101
H 0.4210 -4.6383 -0.0119 0.095
H 1.0085 -2.3010 -0.1208 0.102
H -2.0713 0.6693 1.7724 0.175
```

---

The following is a quantum chemistry calculation of one molecule with the formula C11H12N2OS, from the Open Molecules 2025 dataset.

Computed properties:
Total charge: 0
Structure (SMILES): COc1ccncc1NCc1ccsc1
Energy relative to the best compared isomer or geometry (same formula, charge and spin) (kcal/mol): 60.17
Frontier orbital gap (Eh): 0.3343
Strongest force on any atom (eV/Å): 5.1
HOMO (eV): -8.37

Structure (XYZ):
```
27
Properties=species:S:1:pos:R:3:lowdin_charge:R:1
C 2.3444 2.1788 -0.9476 -0.069
O 1.4980 1.3631 -0.0944 -0.141
C 1.7092 0.0051 -0.0710 -0.200
C 2.7019 -0.6010 -0.8283 -0.022
C 2.7175 -1.9921 -0.7289 -0.172
N 1.9350 -2.7837 0.0168 0.034
C 0.9467 -2.2143 0.7674 -0.116
C 0.9028 -0.8494 0.7795 -0.162
N 0.0323 0.0068 1.6400 0.027
C -1.0460 0.8846 1.0449 -0.141
C -2.2497 0.2048 0.4087 -0.354
C -3.3388 0.9644 -0.0231 -0.181
C -4.3403 0.1964 -0.5454 -0.408
S -3.7704 -1.4128 -0.7947 0.969
C -2.2706 -1.0990 -0.0194 -0.368
H 2.5451 1.7191 -2.0183 0.120
H 1.7226 3.1314 -1.0150 0.103
H 3.3422 2.4376 -0.3811 0.124
H 3.5337 -0.0662 -1.3050 0.109
H 3.4818 -2.5409 -1.3569 0.118
H 0.2425 -2.9419 1.3230 0.144
H -0.4030 -0.4781 2.3799 0.088
H -0.5177 1.4901 0.2692 0.116
H -1.4583 1.6278 1.7557 0.124
H -3.4582 2.0204 0.2919 0.124
H -5.3246 0.6006 -0.7454 0.069
H -1.4780 -1.8515 0.1975 0.066
```

---

The following is a quantum chemistry calculation of one molecule with the formula C11H12N6O4S, from the Open Molecules 2025 dataset.

Computed properties:
Total charge: 0
Structure (SMILES): COc1ccc(NC(=O)CSc2nnnn2C)c([N+](=O)[O-])c1
Energy relative to the best compared isomer or geometry (same formula, charge and spin) (kcal/mol): 0.00
Frontier orbital gap (Eh): 0.2819
Strongest force on any atom (eV/Å): 1.7
HOMO (eV): -8.69

Structure (XYZ):
```
34
Properties=species:S:1:pos:R:3:lowdin_charge:R:1
C 1.0527 4.4366 -4.0053 -0.075
O 1.3876 4.2643 -2.6456 -0.074
C 1.2467 3.0394 -2.0955 -0.271
C 1.5979 2.9189 -0.7412 0.037
C 1.4937 1.7190 -0.0850 0.020
C 1.0347 0.5647 -0.7353 -0.126
N 0.9253 -0.6459 -0.0786 0.119
C 1.2432 -0.9528 1.2156 -0.517
O 1.6980 -0.1905 2.0313 0.094
C 0.9449 -2.4101 1.5321 -0.332
S -0.8539 -2.7192 1.4206 0.993
C -1.2489 -2.6678 3.1012 -0.641
N -0.4320 -2.6335 4.1344 0.022
N -1.2068 -2.6346 5.2063 -0.047
N -2.4338 -2.6706 4.9028 0.029
N -2.5242 -2.6920 3.5682 -0.177
C -3.7585 -2.7428 2.8489 -0.032
C 0.6819 0.6857 -2.0951 -0.077
N 0.2003 -0.4003 -2.8849 -0.331
O -0.0989 -0.1833 -4.0397 0.091
O 0.1046 -1.5137 -2.3764 0.054
C 0.7907 1.9154 -2.7569 0.063
H 1.2472 5.4847 -4.2240 0.095
H 1.6733 3.8094 -4.6520 0.099
H -0.0033 4.2172 -4.1876 0.099
H 1.9538 3.7967 -0.2265 0.127
H 1.7694 1.6460 0.9537 0.107
H 0.5551 -1.3937 -0.6717 0.095
H 1.4220 -3.0768 0.8140 0.090
H 1.2479 -2.6440 2.5521 0.075
H -3.8170 -1.9087 2.1480 0.091
H -3.8329 -3.6790 2.2929 0.093
H -4.5659 -2.6785 3.5752 0.094
H 0.5052 1.9400 -3.7963 0.113
```

---

The following is a quantum chemistry calculation of a 3-piece molecular cluster, C11H12NO2 overall, from the Open Molecules 2025 dataset.

Computed properties:
Total charge: +1
2S+1: 3
Energy relative to the best compared isomer or geometry (same formula, charge and spin) (kcal/mol): 0.00
Frontier orbital gap (alpha / beta) (Eh): 0.2244 / 0.2726
Strongest force on any atom (eV/Å): 4.5
HOMO (alpha / beta) (eV): -9.16 / -13.75

Structure (XYZ):
```
26
Properties=species:S:1:pos:R:3:mulliken_spin:R:1
C -1.5004 1.5588 0.9053 0.197
C -2.3626 0.7803 0.2063 -0.046
C -0.1484 1.6981 0.5853 -0.092
C -1.9308 0.0288 -0.8768 0.144
C 0.3438 1.0271 -0.5288 0.186
C -0.5735 0.2340 -1.1891 0.094
C 0.9434 -2.6779 4.9933 0.681
C 0.6828 0.2653 5.5636 0.024
C 1.6518 1.0459 -1.2526 -0.020
C 1.3910 0.1930 -2.4368 -0.016
C -0.1881 -1.6081 -3.0191 -0.016
N 0.0726 -0.4290 -2.1806 0.459
O 0.0425 -3.2069 4.5053 0.185
O 0.6087 1.2902 5.1226 0.012
H -1.8799 2.1568 1.6412 0.011
H -3.4942 0.6969 0.4327 -0.002
H 0.4125 2.3235 1.3017 0.001
H -2.6266 -0.7481 -1.3885 -0.006
H 1.3817 -1.6765 5.2427 0.097
H 1.8644 2.1128 -1.4857 0.010
H 2.5335 0.6609 -0.5275 0.021
H 1.4293 0.5423 -3.4594 0.021
H 2.0281 -0.6522 -2.4105 0.016
H -1.1836 -1.7888 -3.0123 0.008
H 0.0511 -1.3991 -4.1151 0.013
H 0.4509 -2.4280 -2.6172 0.017
```

---

The following is a quantum chemistry calculation of one molecule with the formula C11H12O, from the Open Molecules 2025 dataset.

Computed properties:
Total charge: 0
Structure (SMILES): C[C@]1(c2ccccc2)OC12CC2
Energy relative to the best compared isomer or geometry (same formula, charge and spin) (kcal/mol): 33.47
Frontier orbital gap (Eh): 0.3705
Strongest force on any atom (eV/Å): 0.9
HOMO (eV): -9.15

Structure (XYZ):
```
24
Properties=species:S:1:pos:R:3:lowdin_charge:R:1
C -2.1257 -0.0143 0.9890 0.022
C -0.7911 -0.5199 0.4820 -0.376
C -0.2279 0.2130 -0.6930 -0.154
C 0.1822 1.5336 -0.5531 -0.031
C 0.7008 2.2176 -1.6373 -0.085
C 0.8136 1.5895 -2.8666 -0.094
C 0.4120 0.2723 -3.0075 -0.079
C -0.1056 -0.4154 -1.9241 -0.014
O -0.6233 -1.9381 0.4835 0.074
C 0.1157 -1.1953 1.3960 -0.407
C 0.4024 -1.3483 2.8337 -0.041
C 1.5280 -1.2213 1.8148 -0.035
H -2.4608 -0.6291 1.8208 0.091
H -2.8659 -0.0623 0.1929 0.091
H -2.0323 1.0176 1.3192 0.084
H 0.1010 2.0214 0.4077 0.116
H 1.0206 3.2430 -1.5224 0.101
H 1.2171 2.1264 -3.7125 0.100
H 0.5016 -0.2214 -3.9640 0.102
H -0.4161 -1.4452 -2.0173 0.118
H 0.2447 -2.3126 3.2924 0.106
H 0.2065 -0.5111 3.4878 0.103
H 2.0887 -0.2987 1.7795 0.103
H 2.1139 -2.1014 1.5985 0.107
```

---

The following is a quantum chemistry calculation of one molecule with the formula C11H12O3S, from the Open Molecules 2025 dataset.

Computed properties:
Total charge: 0
Energy relative to the best compared isomer or geometry (same formula, charge and spin) (kcal/mol): 92.16
Frontier orbital gap (Eh): 0.3203
Strongest force on any atom (eV/Å): 5.6
HOMO (eV): -8.17

Structure (XYZ):
```
27
Properties=species:S:1:pos:R:3:lowdin_charge:R:1
C -2.6212 -1.3243 -1.3940 -0.032
C -2.5600 -1.9855 -0.1967 -0.049
C -1.8997 -0.0531 -1.5355 -0.225
C -1.6879 -1.2088 0.7392 -0.275
C -0.4338 -0.1611 -1.1903 -0.229
C -0.3498 -0.7880 0.1970 -0.192
C -2.2185 1.1337 -0.5372 -0.206
C -1.0167 1.7049 -0.2928 -0.465
C 2.1547 -0.6817 0.3822 -0.105
C 0.6098 3.1820 0.3415 -0.018
C 0.7747 -0.9657 0.8654 -0.121
O -0.0025 1.1730 -1.0564 0.020
O -4.1499 -0.0141 0.7051 -0.504
O -0.7183 2.6842 0.4332 0.033
S -2.8053 0.4430 0.9752 0.993
H -3.0542 -1.7651 -2.2521 0.100
H -3.1401 -2.8048 -0.0436 0.078
H -1.8895 0.3331 -2.5045 0.129
H -1.4400 -1.7416 1.6800 0.124
H 0.0471 -0.7081 -1.9794 0.167
H 2.3819 0.0328 1.2458 0.086
H 3.0303 -1.4511 0.5602 0.108
H 2.3540 -0.2193 -0.6494 0.097
H 1.2323 2.5482 1.1310 0.137
H 0.6705 4.2729 0.4240 0.093
H 1.0901 2.9181 -0.7114 0.138
H 0.9134 -1.4383 1.8345 0.117
```

---

Question: The highest strongest force on any atom belongs to which entry?
Answer: C11H12O3S